1.
{
  "formula": "C8H24HgO9S",
  "method": "ωB97M-V/def2-TZVPD",
  "fmax_ev_per_a": 7.195,
  "multiplicity": 1,
  "total_charge": -2,
  "gap_ev": 1.88,
  "homo_energy_ev": -1.13,
  "species": ["Hg", "C", "C", "O", "H", "H", "H", "H", "H", "S", "O", "O", "O", "O", "O", "H", "C", "C", "O", "H", "H", "H", "H", "H", "H", "C", "C", "O", "H", "H", "H", "H", "H", "H", "C", "C", "O", "H", "H", "H", "H", "H", "H"],
  "xyz": [[-1.377498, -0.611055, -1.136354], [5.004262, 2.567975, -3.192394], [3.761672, 2.348755, -2.351184], [2.630682, 1.820295, -2.970564], [4.862432, 3.120695, -4.121094], [5.510052, 1.630935, -3.425284], [5.832802, 3.050045, -2.673514], [3.543802, 3.310595, -1.886964], [4.249792, 1.730545, -1.597764], [-5.225248, -3.263395, -0.786874], [-4.951308, -1.804095, -0.657134], [-5.809838, -3.993635, 0.299536], [-5.804278, -3.632405, -2.046604], [-3.867828, -3.595585, -0.881144], [-2.359078, -1.055165, -4.825774], [-2.991518, -0.454335, -5.265714], [-2.992458, 6.213255, 1.770086], [-2.075958, 5.450015, 0.809026], [-2.527218, 4.064965, 0.805016], [-2.903678, 5.999765, 2.835286], [-4.042858, 6.162395, 1.483406], [-2.726728, 7.265925, 1.673286], [-0.989898, 5.449305, 0.901616], [-2.131528, 5.799165, -0.222044], [-3.434198, 4.060245, 0.490436], [4.572292, -4.871125, -1.187504], [3.029422, -4.753675, -0.857824], [2.262252, -3.856845, -1.628424], [4.870132, -5.102675, -2.210134], [4.977342, -5.739975, -0.668724], [5.014312, -3.921195, -0.886914], [2.931812, -4.388445, 0.164516], [2.472722, -5.690655, -0.873204], [2.708742, -3.851975, -2.478254], [-2.159768, -0.732835, 4.534546], [-0.960268, -1.564095, 4.116616], [-0.385208, -0.929175, 3.053516], [-1.851358, 0.259205, 4.864456], [-2.712248, -1.066415, 5.412946], [-2.778658, -0.513015, 3.664626], [-1.400068, -2.458985, 3.676336], [-0.205758, -1.862175, 4.844606], [0.429922, -0.591165, 3.431546]],
  "forces_ev_per_angstrom": [[-0.2, 0.0, -0.2], [1.1, -0.1, -1.1], [-1.3, -0.3, -1.2], [1.9, 0.5, 0.7], [-0.3, 0.0, -0.2], [-0.4, -0.5, -0.5], [-0.2, 0.7, 0.6], [-0.2, 0.5, 0.5], [-0.5, -0.7, 1.1], [-2.9, -0.2, -0.5], [-1.1, 0.8, 0.6], [-1.3, 0.6, 1.6], [-1.7, 0.4, -1.5], [7.0, -1.6, -0.2], [-0.3, 0.2, -0.2], [0.3, -0.3, 0.4], [1.1, 1.3, -0.4], [-1.3, -1.7, -0.5], [0.9, 0.5, 0.1], [0.2, -0.5, -0.2], [0.1, -0.3, -0.1], [-0.1, 0.4, 0.1], [-0.1, -0.1, 1.2], [-0.6, 0.5, -0.1], [0.0, 0.0, -0.1], [-1.4, 0.0, 0.2], [0.3, -0.3, 0.3], [0.9, 0.2, -0.5], [-0.6, 0.4, -0.4], [0.1, 0.3, 0.6], [0.4, -0.3, 0.0], [0.3, 0.0, 0.2], [0.5, -0.6, -0.1], [-0.4, 0.4, -0.4], [0.3, 1.1, 1.2], [-2.3, -1.3, 0.0], [2.0, 1.1, -1.0], [0.5, 0.3, -0.1], [-0.3, -0.6, -0.3], [-0.2, -0.5, 0.1], [0.1, -0.6, 0.4], [-0.3, 0.1, 0.5], [0.2, 0.5, -0.8]]
}

=====

2.
{
  "formula": "C2H3ClOS",
  "method": "ωB97M-V/def2-TZVPD",
  "fmax_ev_per_a": 3.020,
  "multiplicity": 1,
  "total_charge": 0,
  "gap_ev": 9.18,
  "smiles": "OC(=S)CCl",
  "homo_energy_ev": -9.10,
  "species": ["C", "C", "H", "H", "H", "O", "S", "Cl"],
  "xyz": [[-0.505246, -0.101982, 0.410052], [0.210302, 0.406728, -0.822388], [1.156384, 0.319074, 1.330426], [-0.220779, -0.000695, -1.754972], [0.030826, 1.462430, -0.924300], [0.234053, 0.104425, 1.451657], [-2.094702, -0.413500, 0.488112], [1.908590, 0.127724, -0.917659]],
  "forces_ev_per_angstrom": [[0.0, 1.5, -1.1], [-2.0, -0.8, -2.1], [0.6, 0.0, -0.7], [0.0, -0.1, 0.7], [0.0, 0.6, 0.4], [-0.4, -0.7, 2.9], [0.4, -0.3, -0.2], [1.5, -0.2, 0.3]]
}

=====

3.
{
  "formula": "C42H45N4",
  "method": "ωB97M-V/def2-TZVPD",
  "fmax_ev_per_a": 2.004,
  "multiplicity": 1,
  "total_charge": 1,
  "gap_ev": 5.99,
  "homo_energy_ev": -10.02,
  "species": ["C", "C", "C", "C", "C", "C", "N", "C", "N", "C", "C", "C", "C", "C", "C", "C", "C", "C", "C", "C", "C", "C", "C", "H", "H", "H", "H", "H", "H", "H", "H", "H", "H", "H", "H", "H", "H", "H", "H", "H", "H", "H", "H", "H", "H", "H", "H", "C", "C", "N", "C", "C", "C", "C", "C", "C", "C", "C", "C", "C", "C", "C", "N", "C", "C", "C", "C", "C", "C", "C", "H", "H", "H", "H", "H", "H", "H", "H", "H", "H", "H", "H", "H", "H", "H", "H", "H", "H", "H", "H", "H"],
  "xyz": [[-4.898169, 3.375622, -2.903640], [-4.423438, 2.115399, -2.249553], [-3.144304, 1.626742, -2.525966], [-2.684176, 0.431492, -1.963776], [-1.315549, -0.033598, -2.303124], [-3.560180, -0.304302, -1.143169], [-3.117544, -1.542672, -0.641645], [-1.840036, -1.745975, -0.180543], [-1.868719, -3.015463, 0.338001], [-0.770366, -3.613486, 0.994222], [-0.086242, -2.865310, 1.966559], [-0.568396, -1.511531, 2.364757], [1.015258, -3.450886, 2.600548], [1.446234, -4.737958, 2.256331], [2.614407, -5.350776, 2.966211], [0.765816, -5.443564, 1.259759], [-0.346726, -4.894754, 0.610563], [-0.972159, -5.621217, -0.536165], [-3.119607, -3.616749, 0.109188], [-3.885970, -2.712043, -0.494179], [-4.825636, 0.200389, -0.790055], [-5.694171, -0.447594, 0.239567], [-5.242569, 1.407328, -1.365433], [-5.885589, 3.648638, -2.519452], [-4.202016, 4.203038, -2.714697], [-4.971289, 3.250343, -3.992371], [-2.490068, 2.176142, -3.205581], [-0.997978, -0.861570, -1.622471], [-1.259954, -0.367078, -3.352708], [-0.594690, 0.784497, -2.182078], [0.191751, -1.004516, 2.974414], [-0.771532, -0.894129, 1.471081], [-1.497204, -1.551599, 2.958479], [1.531119, -2.901675, 3.392698], [2.870820, -6.313578, 2.513353], [3.495367, -4.696659, 2.919979], [2.385875, -5.518592, 4.027251], [1.117686, -6.436073, 0.962901], [-0.348496, -6.491862, -0.775385], [-1.978319, -5.999714, -0.311102], [-1.025148, -5.003504, -1.444020], [-3.333482, -4.621044, 0.429435], [-4.897917, -2.770366, -0.851096], [-6.512879, 0.246603, 0.473732], [-6.158927, -1.379113, -0.110457], [-5.161157, -0.649101, 1.179773], [-6.227611, 1.809132, -1.108566], [4.129376, -1.522228, -0.939214], [3.699764, -0.574419, 0.095672], [4.087463, -0.714171, 1.385455], [4.952084, -1.776416, 1.873722], [3.603666, 0.346528, 2.155752], [2.923532, 1.235447, 1.286715], [2.572522, 2.485212, 1.784384], [2.769235, 2.763769, 3.145979], [3.384875, 1.832286, 4.000018], [3.840617, 0.604937, 3.495770], [2.920201, 0.608794, -0.038543], [2.409514, 1.100178, -1.244923], [1.574364, 2.233190, -1.391858], [1.747630, 3.323644, -2.287256], [2.778012, 3.528966, -3.316873], [0.783687, 4.251481, -2.052927], [0.692879, 5.529534, -2.738311], [-0.070220, 3.812933, -1.039240], [0.383108, 2.535821, -0.619881], [-0.320086, 1.849769, 0.363695], [-1.403090, 2.483130, 0.978429], [-1.788489, 3.785491, 0.602652], [-1.137127, 4.461377, -0.437988], [3.695231, -1.216694, -1.891630], [5.223138, -1.542128, -1.056954], [3.788676, -2.543372, -0.719955], [5.181794, -1.587777, 2.924516], [4.464061, -2.759454, 1.783867], [5.892592, -1.801607, 1.304529], [2.156093, 3.224543, 1.106677], [2.442160, 3.726539, 3.542468], [3.524091, 2.066444, 5.055094], [4.361825, -0.135669, 4.099611], [2.785471, 0.641243, -2.165452], [3.421434, 2.647115, -3.350113], [2.327898, 3.656973, -4.311127], [3.414857, 4.402998, -3.118227], [-0.139545, 6.091645, -2.315304], [1.617894, 6.106715, -2.610524], [0.517929, 5.395382, -3.813463], [-0.004733, 0.837661, 0.616229], [-1.940755, 1.964302, 1.776767], [-2.604939, 4.273491, 1.133375], [-1.414806, 5.459083, -0.773188]],
  "forces_ev_per_angstrom": [[-0.1, 0.3, -0.1], [0.2, -0.4, 0.1], [-0.3, -0.3, 0.5], [-0.8, 0.4, -0.2], [1.0, -0.7, -0.3], [-0.1, 1.0, -0.5], [0.8, -1.7, 0.8], [-0.6, -0.4, 1.0], [-1.3, 0.7, -1.1], [0.8, -0.3, 0.1], [0.0, -0.7, 0.2], [0.1, 1.0, 0.2], [-0.3, -0.2, -0.4], [-0.3, 0.1, -0.1], [0.2, -0.2, 0.1], [0.0, 0.3, 0.2], [0.4, 0.5, 0.3], [0.0, -0.6, -0.4], [0.6, -0.3, 0.6], [-0.3, 0.8, -0.4], [0.6, 0.3, -0.3], [-0.7, 0.0, 0.3], [0.4, -0.1, -0.1], [0.2, 0.1, -0.1], [-0.2, -0.1, 0.0], [0.0, 0.0, 0.2], [-0.1, -0.1, 0.2], [-0.1, 0.9, -0.9], [-0.1, 0.1, 0.2], [-0.2, -0.1, -0.1], [-0.2, -0.1, 0.0], [0.1, -0.4, 0.6], [0.2, -0.1, -0.2], [-0.1, -0.1, -0.2], [0.1, 0.2, 0.2], [-0.1, -0.2, 0.0], [0.1, 0.0, -0.2], [-0.1, 0.3, 0.1], [-0.2, 0.2, 0.0], [0.3, 0.1, -0.1], [-0.1, 0.0, 0.3], [-0.1, 0.1, 0.0], [0.1, -0.1, 0.0], [0.2, -0.3, 0.0], [0.1, 0.3, 0.2], [0.0, -0.1, -0.3], [0.3, -0.2, -0.1], [-0.1, -0.3, -0.6], [0.4, 0.0, 1.3], [-0.3, -0.3, -1.4], [0.1, -0.4, 0.0], [-0.2, 0.8, -0.2], [0.3, -0.3, 0.7], [-0.2, 0.0, 0.2], [0.2, -0.2, -0.2], [-0.1, -0.2, -0.4], [-0.2, 0.2, 0.0], [-0.5, 0.4, -0.4], [1.0, 0.0, 0.3], [-0.4, 0.6, -0.2], [-0.9, -0.5, 0.5], [0.5, -0.1, -0.4], [0.5, -0.3, -0.1], [0.1, 0.2, -0.1], [0.4, -0.7, 0.3], [0.0, 1.0, 0.1], [-0.2, 0.1, 0.2], [0.2, 0.0, -0.2], [0.2, 0.0, -0.3], [-0.2, -0.2, 0.3], [0.1, -0.2, 0.0], [-0.3, 0.0, 0.2], [0.1, 0.2, 0.0], [0.0, -0.1, -0.3], [0.1, 0.4, 0.0], [-0.3, 0.1, 0.2], [-0.1, -0.1, 0.3], [0.2, -0.3, -0.1], [0.0, 0.0, -0.3], [-0.1, 0.4, 0.1], [0.0, 0.1, 0.2], [0.0, 0.2, -0.1], [0.1, 0.0, 0.2], [-0.2, -0.2, 0.0], [0.2, 0.0, -0.1], [-0.2, -0.1, 0.0], [0.0, 0.0, 0.3], [-0.2, 0.3, 0.2], [0.1, 0.2, -0.3], [0.2, -0.1, -0.2], [-0.2, -0.2, 0.3]]
}

=====

4.
{
  "formula": "C40H41AuClNOP2",
  "method": "ωB97M-V/def2-TZVPD",
  "fmax_ev_per_a": 2.428,
  "multiplicity": 3,
  "total_charge": 2,
  "gap_ev": [8.85, 4.45],
  "homo_energy_ev": [-13.86, -13.87],
  "species": ["Au", "Cl", "P", "P", "C", "C", "C", "C", "C", "C", "C", "C", "C", "C", "C", "H", "H", "H", "H", "H", "C", "C", "C", "C", "C", "H", "H", "H", "H", "H", "C", "C", "C", "C", "C", "H", "H", "H", "H", "H", "C", "C", "C", "C", "C", "H", "H", "H", "H", "H", "C", "C", "C", "C", "C", "H", "H", "H", "H", "H", "C", "C", "C", "C", "C", "H", "H", "H", "H", "H", "H", "H", "C", "N", "C", "C", "C", "O", "H", "H", "H", "H", "H", "H", "H", "H", "H"],
  "xyz": [[-0.832382, -0.210273, 0.425888], [-2.822036, -1.893013, 0.755890], [0.785477, -1.517253, 1.729111], [-2.005329, 0.764497, -1.386897], [2.510771, -0.948344, 1.748180], [1.020614, -3.274642, 1.343247], [0.301542, -1.427719, 3.474336], [-3.070565, 2.093538, -0.784655], [-1.054629, 1.546518, -2.721975], [-3.053141, -0.439884, -2.220183], [3.111983, -0.331890, 2.860204], [4.438683, 0.101741, 2.795780], [5.207397, -0.094924, 1.645054], [4.624116, -0.736434, 0.546586], [3.294627, -1.169212, 0.602021], [2.551297, -0.187897, 3.783108], [4.884505, 0.613630, 3.653850], [6.250828, 0.254142, 1.591675], [5.212443, -0.907287, -0.360596], [2.875864, -1.711626, -0.250994], [0.090799, -0.148465, 4.042172], [-0.359800, -0.015261, 5.355594], [-0.520302, -1.162543, 6.148988], [-0.269314, -2.432699, 5.605361], [0.113812, -2.570910, 4.264276], [0.231368, 0.748724, 3.435108], [-0.579971, 0.978135, 5.767338], [-0.847960, -1.060466, 7.190078], [-0.392869, -3.324662, 6.231717], [0.265762, -3.572788, 3.848127], [2.175243, -3.973265, 1.749018], [2.341847, -5.327480, 1.424343], [1.347356, -5.997547, 0.699607], [0.184482, -5.318568, 0.321119], [0.023431, -3.978650, 0.650212], [2.966714, -3.471725, 2.319075], [3.256585, -5.856385, 1.722897], [1.487073, -7.046273, 0.424089], [-0.594843, -5.844251, -0.227406], [-0.895647, -3.454595, 0.394362], [-1.000328, 1.010405, -4.017890], [-0.334449, 1.710867, -5.020814], [0.295823, 2.939058, -4.762192], [0.245141, 3.460448, -3.468525], [-0.435523, 2.785223, -2.447781], [-1.503528, 0.065374, -4.237702], [-0.291890, 1.293493, -6.026279], [0.824441, 3.479775, -5.557728], [0.719862, 4.411975, -3.238924], [-0.538336, 3.251140, -1.451827], [-3.461631, 2.078942, 0.566530], [-4.192639, 3.133777, 1.099766], [-4.608371, 4.175826, 0.269374], [-4.278341, 4.149603, -1.102834], [-3.509082, 3.115064, -1.653782], [-3.167290, 1.232811, 1.199997], [-4.429413, 3.132609, 2.160188], [-5.185871, 5.008533, 0.683048], [-4.606806, 4.961541, -1.759790], [-3.244838, 3.102446, -2.718099], [-4.405594, -0.163369, -2.458146], [-5.199600, -1.130598, -3.084052], [-4.660212, -2.368082, -3.450187], [-3.304255, -2.632168, -3.216889], [-2.500656, -1.675158, -2.606654], [-4.830372, 0.799713, -2.163665], [-6.252610, -0.902596, -3.281004], [-5.296990, -3.120798, -3.925769], [-2.878572, -3.586476, -3.513698], [-1.452222, -1.885730, -2.387892], [-1.636450, 0.600635, 1.804738], [-1.218179, -0.294375, 1.978060], [3.931978, 2.887449, -0.962231], [2.933676, 1.887182, -1.303054], [3.085300, 1.075954, -2.491629], [1.925104, 1.563446, -0.466103], [1.804314, 2.373336, 0.794954], [1.171055, 0.603459, -0.774163], [4.614199, 2.972390, -1.799825], [4.480129, 2.596968, -0.044724], [3.426067, 3.849245, -0.775161], [3.309565, 0.044655, -2.230275], [2.176087, 1.131714, -3.081781], [3.919895, 1.490383, -3.047126], [1.854819, 3.462891, 0.572626], [0.838459, 2.151013, 1.296492], [2.612302, 2.076010, 1.506719]],
  "forces_ev_per_angstrom": [[1.2, -0.2, -1.7], [0.0, 0.3, 0.1], [1.7, -1.0, 1.4], [-0.9, 0.5, -1.5], [0.6, 0.5, -0.2], [-0.4, -0.7, -0.4], [-0.4, 0.3, 0.6], [-0.2, 0.0, 0.3], [0.4, 0.5, 0.0], [-0.3, -0.4, 0.0], [-0.1, 0.1, -0.2], [0.2, 0.1, 0.1], [-0.2, 0.1, -0.1], [-0.1, -0.1, 0.0], [0.2, 0.1, -0.2], [0.2, 0.0, -0.3], [-0.2, -0.3, -0.2], [-0.6, -0.2, 0.1], [-0.2, 0.0, 0.4], [0.1, 0.3, 0.2], [-0.5, -0.4, 0.0], [0.2, -0.2, 0.0], [0.1, -0.2, -0.3], [-0.1, 0.3, 0.2], [0.0, 0.1, 0.1], [0.0, -0.1, 0.2], [0.2, -0.5, -0.2], [0.1, -0.1, -0.5], [0.0, 0.4, -0.3], [-0.1, 0.4, 0.1], [0.4, 0.0, 0.0], [-0.2, 0.3, 0.0], [0.0, 0.2, 0.0], [0.2, -0.2, 0.1], [-0.1, 0.3, 0.0], [-0.4, -0.2, -0.3], [-0.5, 0.3, -0.1], [-0.1, 0.4, 0.1], [0.2, 0.1, 0.1], [0.2, -0.3, -0.1], [0.0, 0.1, 0.3], [0.3, 0.3, -0.2], [-0.2, -0.5, 0.1], [-0.2, 0.0, 0.4], [0.0, -0.1, -0.3], [0.2, 0.4, 0.0], [-0.1, 0.1, 0.2], [-0.3, -0.3, 0.4], [-0.1, -0.1, -0.1], [0.2, -0.3, -0.6], [0.3, 0.2, -0.4], [-0.2, 0.0, -0.1], [0.3, -0.2, -0.5], [0.0, 0.0, 0.0], [-0.1, 0.1, 0.8], [-0.4, 0.5, -0.3], [-0.1, 0.0, -0.2], [0.2, -0.3, -0.2], [0.1, -0.3, 0.3], [-0.1, 0.1, 0.5], [0.2, -0.2, -0.1], [-0.1, 0.0, 0.0], [0.1, 0.3, 0.0], [-0.1, 0.1, 0.0], [-0.4, 0.2, 0.2], [0.1, -0.4, -0.1], [0.4, -0.2, 0.1], [0.3, 0.3, 0.2], [-0.1, 0.1, 0.1], [-0.2, 0.0, -0.1], [0.6, -1.2, 0.1], [-1.0, 1.1, 1.6], [-0.3, 0.3, 0.7], [-1.1, -0.5, 1.0], [0.3, 0.2, -0.2], [0.8, 0.2, -0.6], [-0.4, 0.0, 0.5], [-0.2, 0.2, 0.4], [0.1, 0.2, 0.1], [-0.1, 0.2, -0.5], [0.5, -0.2, -0.2], [-0.1, -0.1, 0.0], [-0.1, -0.2, -0.2], [0.0, -0.1, -0.2], [0.0, -0.8, 0.3], [0.5, 0.2, -0.4], [-0.4, 0.4, -0.6]]
}